Molecular formula: C23H71O30P7
Method: DFT, wB97M-V/def2-TZVPD

Its multiplicity is 1. The SMILES is COP(=O)(OC)OC.COP(=O)(OC)OC.COP(=O)(OC)OC.COP(=O)(OC)OC.COP(=O)(OC)OC.COP(=O)(OC)OC.COP(=O)(OC)OC.CO.CO. Its electronic energy is -151461.779 eV. As for the orbital gap: 9.9 eV. The calculation puts the LUMO energy at 0.1 eV. As for the net charge: 0.

Element x y z (Å)
C -0.1766 -1.7733 3.2528
O 0.4754 -0.7637 3.9056
P 1.9658 -0.7443 4.4626
O 2.3206 0.4983 5.1516
O 2.0423 -2.1185 5.3500
C 1.2104 -2.2599 6.4232
O 2.8715 -1.1405 3.1394
C 3.5427 -0.1235 2.4202
H 0.5320 -2.4743 2.8118
H -0.7627 -1.4383 2.3971
H -0.8786 -2.2718 3.9212
H 0.3676 -1.5687 6.4325
H 1.7433 -2.2356 7.3738
H 0.7789 -3.2547 6.3126
H 3.1066 0.8716 2.5075
H 3.5420 -0.3478 1.3535
H 4.5901 0.0492 2.6673
C -0.5755 4.6134 1.1580
O 0.0363 5.8731 1.0212
P 0.7186 6.6391 2.2664
O 0.8843 8.1175 2.0325
O -0.2616 6.2193 3.5642
C -0.1326 6.8823 4.8089
O 2.0836 5.7962 2.5011
C 3.1072 6.1681 3.4025
H -1.6190 4.7156 0.8602
H -0.6495 4.2414 2.1799
H -0.0045 3.8759 0.5939
H 0.9069 6.9164 5.1350
H -0.8744 6.5337 5.5274
H -0.4657 7.9185 4.7488
H 2.9301 7.1176 3.9077
H 4.1109 6.1266 2.9794
H 3.0025 5.4674 4.2308
C -4.3864 -4.3604 -5.7278
O -3.8676 -3.1099 -5.8692
P -2.2332 -3.0145 -5.8437
O -1.5967 -4.0469 -6.6871
O -1.9229 -1.4445 -6.2935
C -2.6483 -0.3893 -5.7414
O -1.8416 -3.0825 -4.3294
C -0.6533 -2.6017 -3.7189
H -4.5525 -4.8450 -6.6899
H -5.2736 -4.2872 -5.0988
H -3.6947 -4.9923 -5.1708
H -2.0909 0.4373 -5.3009
H -3.2853 -0.7544 -4.9358
H -3.2556 0.0614 -6.5263
H -0.0050 -2.2852 -4.5360
H -0.0558 -3.2691 -3.0978
H -0.9450 -1.7881 -3.0547
C 3.2449 -7.1222 0.4235
O 2.9351 -5.7589 0.3230
P 4.1376 -4.6957 0.0368
O 5.0947 -5.0683 -1.0207
O 3.3117 -3.2619 -0.1308
C 2.5365 -3.0015 -1.3238
O 4.7058 -4.6031 1.5405
C 3.7908 -4.3964 2.5503
H 2.6162 -7.7745 -0.1826
H 3.3049 -7.4146 1.4719
H 4.1911 -7.2981 -0.0882
H 2.3378 -3.9101 -1.8921
H 3.0299 -2.3678 -2.0608
H 1.5929 -2.5858 -0.9706
H 4.1333 -3.6200 3.2343
H 3.6043 -5.3113 3.1127
H 2.8387 -3.9529 2.2589
C -4.1376 -4.0251 -1.7693
O -3.1209 -3.1610 -1.4023
P -2.0230 -3.4988 -0.2438
O -1.0007 -2.4329 0.0356
O -1.3938 -4.9446 -0.6874
C -0.3496 -5.5618 -0.0133
O -2.9233 -3.8152 1.0441
C -3.7554 -2.8073 1.5783
H -4.2909 -3.9910 -2.8479
H -5.0852 -3.7909 -1.2842
H -3.8210 -5.0334 -1.5025
H 0.4045 -5.7321 -0.7817
H -0.5405 -6.5680 0.3600
H 0.1649 -4.9692 0.7431
H -3.9222 -1.9996 0.8657
H -3.4556 -2.2997 2.4951
H -4.7300 -3.1906 1.8806
C -1.8367 1.5970 1.9959
O -2.3408 2.2176 0.8788
P -3.7114 1.6797 0.2247
O -4.3320 2.6964 -0.6784
O -4.5661 1.4184 1.5849
C -5.9392 1.2055 1.5374
O -3.4508 0.1444 -0.3913
C -3.6245 -0.1233 -1.7376
H -2.1204 0.5548 2.1424
H -2.1232 2.2235 2.8407
H -0.7483 1.5410 1.9758
H -6.2465 0.3902 2.1923
H -6.3701 0.9622 0.5661
H -6.4244 2.1143 1.8935
H -2.7020 -0.3443 -2.2745
H -4.1442 0.6868 -2.2492
H -4.2982 -0.9770 -1.8107
C 3.1195 3.1543 0.1025
O 3.8644 3.6873 -0.9442
P 3.1934 4.8873 -1.8352
O 3.9627 5.3296 -2.9976
O 2.9566 6.0277 -0.6684
C 4.1740 6.6640 -0.1363
O 1.7041 4.3430 -2.1946
C 0.8543 5.0981 -3.0463
H 3.7073 3.2693 1.0132
H 2.9518 2.0833 -0.0116
H 2.1444 3.6127 0.2670
H 5.0899 6.1568 -0.4396
H 4.1321 6.7137 0.9518
H 4.2947 7.6880 -0.4898
H 1.3480 6.0215 -3.3490
H -0.1742 5.2536 -2.7206
H 0.7671 4.5025 -3.9550
C 0.6537 0.5470 -0.4536
O -0.4845 -0.0352 -1.0749
H 0.6137 1.5892 -0.7704
H 0.6066 0.5581 0.6353
H 1.5970 0.1215 -0.7960
H -0.7827 -0.7643 -0.5263
C 0.7173 1.2685 -4.1576
O -0.4550 1.3060 -3.3974
H 1.0845 0.2594 -4.3445
H 0.6393 1.8028 -5.1045
H 1.4907 1.7398 -3.5512
H -0.3784 0.7381 -2.6272